18
Properties=species:S:1:pos:R:3:lowdin_charge:R:1 method="wB97M-V/def2-TZVPD" gap_ev=9.9 smiles=N[C@H](CO)CCO e_homo_ev=-8.95 multiplicity=1 lumo_energy_ev=0.9 charge=0 energy_ev=-9910.30459
C -1.440 -1.042 0.601 -0.249
O -2.532 -1.616 -0.108 -0.051
C -0.487 -0.103 -0.128 -0.394
C 0.825 0.132 0.683 -0.124
C 1.807 0.847 -0.219 -0.265
O 2.719 -0.053 -0.865 -0.075
N -1.164 1.169 -0.460 0.042
H -0.759 -1.860 0.852 0.110
H -1.787 -0.642 1.563 0.129
H -2.287 -2.515 -0.308 0.077
H -0.286 -0.582 -1.099 0.141
H 0.472 0.782 1.483 0.122
H 1.145 -0.896 0.868 0.118
H 1.238 1.300 -1.037 0.108
H 2.412 1.613 0.272 0.114
H -2.145 1.193 -0.240 0.067
H 2.929 0.313 -1.731 0.082
H -0.661 1.960 -0.127 0.048

118
Properties=species:S:1:pos:R:3:lowdin_charge:R:1 method="wB97M-V/def2-TZVPD" gap_ev=5.9 e_homo_ev=-7.51 multiplicity=1 lumo_energy_ev=-1.6 charge=0 energy_ev=-216503.55988
Y 0.566 -0.554 0.093 1.302
C 3.432 -1.416 -4.837 -0.092
C 2.683 -1.651 -3.528 -0.695
C 3.702 -2.023 -2.441 -0.082
C 1.709 -2.828 -3.705 -0.090
P 1.723 -0.190 -2.876 1.122
C 3.072 0.992 -2.423 -0.321
N 3.330 1.067 -1.008 -0.039
B 2.407 0.878 0.116 -0.506
N 3.228 1.294 1.254 -0.033
C 2.896 1.445 2.651 -0.317
P 1.280 0.693 3.163 1.124
C 0.588 2.155 4.109 -0.682
C 1.526 2.889 5.079 -0.087
C -0.660 1.716 4.890 -0.100
C 0.164 3.152 3.006 -0.114
C 1.819 -0.668 4.318 -0.702
C 2.370 -0.220 5.671 -0.091
C 2.906 -1.474 3.594 -0.089
C 0.604 -1.591 4.533 -0.099
C 4.494 1.704 0.828 -0.176
C 5.574 2.196 1.547 -0.018
C 6.730 2.551 0.846 -0.106
C 6.790 2.422 -0.538 -0.106
C 5.698 1.935 -1.262 -0.018
C 4.556 1.570 -0.564 -0.175
C 0.958 0.817 -4.268 -0.682
C 0.178 1.950 -3.574 -0.103
C 1.940 1.466 -5.254 -0.089
C -0.032 -0.036 -5.073 -0.088
H 4.105 -2.266 -5.003 0.091
H 4.047 -0.513 -4.817 0.074
H 2.761 -1.359 -5.698 0.069
H 4.124 -3.005 -2.689 0.099
H 3.271 -2.098 -1.443 0.047
H 4.529 -1.309 -2.396 0.082
H 2.267 -3.705 -4.054 0.093
H 0.930 -2.616 -4.445 0.065
H 1.222 -3.098 -2.766 0.051
H 2.802 1.974 -2.800 0.077
H 3.975 0.701 -2.959 0.074
H 2.859 2.509 2.879 0.074
H 3.685 1.030 3.282 0.082
H 1.576 2.401 6.050 0.067
H 1.124 3.897 5.242 0.089
H 2.544 3.007 4.710 0.069
H -0.409 1.070 5.732 0.068
H -1.374 1.181 4.261 0.040
H -1.163 2.605 5.295 0.093
H 1.029 3.646 2.553 0.081
H -0.464 3.934 3.452 0.084
H -0.400 2.667 2.207 0.039
H 3.177 0.511 5.572 0.077
H 2.786 -1.100 6.176 0.089
H 1.602 0.196 6.325 0.065
H 3.879 -0.977 3.644 0.081
H 2.682 -1.674 2.546 0.045
H 3.005 -2.447 4.089 0.100
H -0.272 -1.051 4.903 0.061
H 0.860 -2.356 5.277 0.093
H 0.336 -2.108 3.609 0.040
H 5.528 2.308 2.625 0.102
H 7.587 2.934 1.388 0.095
H 7.694 2.707 -1.064 0.095
H 5.750 1.852 -2.342 0.101
H 0.844 2.695 -3.129 0.081
H -0.481 1.574 -2.793 0.035
H -0.436 2.466 -4.324 0.089
H 2.783 1.963 -4.772 0.071
H 1.394 2.232 -5.817 0.089
H 2.335 0.755 -5.977 0.065
H -0.791 -0.500 -4.445 0.053
H 0.473 -0.823 -5.638 0.067
H -0.546 0.608 -5.798 0.089
Se -2.146 -2.720 1.245 1.319
N -3.475 -2.321 2.290 -0.208
C -3.387 -1.011 2.560 -0.394
C -4.287 -0.273 3.365 0.002
C -4.102 1.072 3.445 -0.049
C -3.024 1.678 2.742 -0.160
N -2.151 1.034 2.007 0.106
C -2.325 -0.311 1.922 -0.437
N -1.516 -1.058 1.153 -0.289
H -5.100 -0.774 3.882 0.123
H -4.764 1.692 4.035 0.108
H -2.887 2.754 2.813 0.117
O 0.404 -3.443 1.849 -0.573
Se 1.158 -3.464 0.384 0.764
O 1.805 -4.878 -0.058 -0.428
O 2.233 -2.173 0.435 -0.570
O 0.017 -2.813 -0.684 -0.637
C -2.768 1.882 -1.075 -0.010
C -2.638 0.502 -1.631 -0.368
N -1.551 -0.242 -1.617 0.035
C -1.865 -1.388 -2.342 -0.152
C -3.141 -1.321 -2.791 -0.024
N -3.621 -0.100 -2.344 0.001
C -4.945 0.466 -2.596 -0.065
N -5.980 -0.519 -2.616 -0.072
N -6.566 -0.815 -3.817 0.063
N -7.411 -1.762 -3.640 0.080
C -7.371 -2.125 -2.295 -0.232
C -8.090 -3.109 -1.614 -0.010
C -7.830 -3.264 -0.273 -0.075
C -6.869 -2.461 0.387 -0.071
C -6.158 -1.486 -0.276 -0.003
C -6.448 -1.341 -1.639 -0.182
H -1.869 2.133 -0.520 0.071
H -3.610 1.974 -0.384 0.074
H -2.901 2.615 -1.875 0.093
H -1.152 -2.190 -2.464 0.089
H -3.738 -1.997 -3.386 0.128
H -4.980 0.938 -3.570 0.139
H -5.142 1.210 -1.832 0.130
H -8.818 -3.721 -2.131 0.117
H -8.361 -4.019 0.293 0.105
H -6.675 -2.629 1.440 0.102
H -5.414 -0.881 0.232 0.100

20
Properties=species:S:1:pos:R:3:lowdin_spin:R:1 method="wB97M-V/def2-TZVPD" gap_ev="7.7 / 7.6" e_homo_ev="-14.11 / -14.10" multiplicity=2 lumo_energy_ev="-6.4 / -6.5" charge=+1 energy_ev=-10500.10077
C 3.443 0.290 -0.213 0.000
C 2.564 -0.731 0.400 0.000
C 1.184 -0.713 0.367 0.000
C 0.344 0.323 -0.015 0.000
C -1.108 0.154 0.060 0.003
O -1.570 -1.135 0.450 0.002
C -1.863 0.671 -1.184 0.000
H 4.226 0.594 0.485 0.000
H 3.952 -0.099 -1.096 0.000
H 2.901 1.178 -0.566 0.000
H 3.071 -1.549 0.886 0.000
H 0.646 -1.577 0.734 0.000
H 0.688 1.236 -0.485 0.000
H -1.560 0.757 0.845 0.003
H -1.544 0.204 -2.125 0.000
H -1.724 1.758 -1.353 0.000
H -2.922 0.464 -1.046 -0.001
H -2.443 -1.009 0.940 0.000
H -4.411 -0.524 1.851 0.020
O -3.874 -0.291 1.066 0.972

69
Properties=species:S:1:pos:R:3:lowdin_charge:R:1 method="wB97M-V/def2-TZVPD" gap_ev=6.0 e_homo_ev=-4.30 multiplicity=1 lumo_energy_ev=1.7 charge=-1 energy_ev=-116462.09755
Mg -0.348 2.751 0.576 0.643
C -3.126 2.162 4.151 -0.080
C -2.203 2.527 3.097 -0.266
N -1.291 1.868 2.543 0.077
N -0.827 0.677 3.044 0.022
C -1.507 -0.520 3.049 -0.867
N -0.649 -1.566 3.287 0.062
S -3.170 -0.791 2.881 0.584
C -2.348 3.902 2.530 -0.202
C -3.407 4.698 2.983 -0.010
C -3.483 6.010 2.534 -0.043
C -2.506 6.412 1.638 -0.046
C -1.473 5.587 1.288 -0.080
N -1.359 4.336 1.767 0.108
H -2.882 1.300 4.740 0.050
H -4.155 2.018 3.765 0.102
H -3.245 2.967 4.884 0.087
H 0.125 0.579 2.671 0.111
H 0.388 -1.422 3.210 0.124
H -0.922 -2.473 2.970 0.075
H -4.260 4.247 3.488 0.108
H -4.375 6.626 2.796 0.122
H -2.583 7.347 1.124 0.106
H -0.771 5.955 0.625 0.098
Cl -2.469 6.863 -4.283 0.592
C -2.410 5.679 -2.994 -0.712
C -3.574 4.995 -2.784 -0.724
Cl -4.935 5.196 -3.835 0.615
C -3.525 3.971 -1.774 -0.584
Cl -4.893 2.905 -1.477 0.631
C -2.370 3.657 -1.125 -0.414
O -2.214 2.699 -0.225 -0.209
C -1.147 4.349 -1.424 -0.362
O 0.052 3.983 -0.842 -0.207
C -1.221 5.394 -2.331 -0.671
Cl 0.233 6.173 -2.722 0.706
C 3.297 -9.262 -3.448 -0.111
O 4.134 -8.783 -2.422 -0.108
C 4.120 -7.435 -2.188 -0.299
C 3.154 -6.594 -2.777 -0.014
C 3.066 -5.259 -2.309 -0.011
C 3.877 -4.828 -1.238 -0.273
C 4.837 -5.711 -0.707 -0.026
C 4.981 -6.982 -1.228 -0.032
N 3.758 -3.579 -0.600 0.044
N 2.634 -3.054 -0.772 0.048
C 2.428 -1.765 -0.268 -0.224
C 3.333 -0.987 0.525 -0.014
C 2.996 0.249 1.082 -0.015
C 1.713 0.784 0.859 -0.386
O 1.316 1.864 1.451 -0.116
C 0.857 0.079 -0.018 -0.139
N -0.374 0.638 -0.205 0.080
C -1.248 0.199 -1.034 -0.107
C -1.031 -1.035 -1.690 -0.021
C 0.160 -1.703 -1.446 -0.006
C 1.140 -1.229 -0.540 -0.097
H 3.493 -10.391 -3.473 0.112
H 3.608 -8.805 -4.437 0.110
H 2.255 -9.065 -3.229 0.078
H 2.434 -6.891 -3.536 0.098
H 2.323 -4.545 -2.691 0.100
H 5.482 -5.388 0.127 0.115
H 5.726 -7.635 -0.799 0.116
H 4.298 -1.421 0.842 0.104
H 3.730 0.744 1.731 0.114
H -2.220 0.799 -1.081 0.138
H -1.776 -1.423 -2.355 0.094
H 0.351 -2.650 -1.951 0.099

65
Properties=species:S:1:pos:R:3:lowdin_charge:R:1 method="wB97M-V/def2-TZVPD" gap_ev=9.7 smiles=COC[C@H](C)N.CC(C)O.CC(C)O.CC(C)O.CO.CO e_homo_ev=-9.08 multiplicity=1 lumo_energy_ev=0.6 charge=0 energy_ev=-30024.63182
C 1.888 -1.970 2.380 -0.061
C 0.746 -2.958 2.308 -0.482
C 0.389 -3.452 0.904 -0.063
O 1.159 -4.157 3.014 -0.080
H 1.726 -0.965 2.049 0.058
H 2.776 -2.440 1.917 0.084
H 2.196 -1.924 3.444 0.090
H -0.144 -2.587 2.886 0.147
H -0.326 -4.277 1.000 0.083
H 1.324 -3.809 0.475 0.072
H -0.074 -2.662 0.281 0.078
H 1.622 -4.692 2.360 0.071
C -5.550 1.027 -1.076 -0.050
C -4.826 -0.202 -0.441 -0.497
C -3.812 -0.996 -1.238 -0.037
O -4.237 0.180 0.798 -0.090
H -4.849 1.804 -1.417 0.077
H -6.249 1.459 -0.310 0.082
H -6.280 0.640 -1.815 0.080
H -5.653 -0.854 -0.124 0.125
H -3.347 -1.783 -0.623 0.093
H -3.142 -0.328 -1.691 0.052
H -4.368 -1.484 -2.021 0.075
H -4.941 0.636 1.328 0.107
C 4.386 -1.120 -2.153 -0.068
C 3.368 -0.064 -1.898 -0.557
C 3.830 0.769 -0.739 -0.050
O 3.150 0.718 -3.041 -0.043
H 4.498 -1.782 -1.339 0.067
H 5.352 -0.613 -2.217 0.081
H 4.329 -1.712 -3.113 0.098
H 2.429 -0.616 -1.669 0.137
H 3.731 0.323 0.257 0.079
H 3.153 1.629 -0.611 0.087
H 4.857 1.048 -0.968 0.083
H 2.187 0.916 -3.119 0.087
C -0.216 4.057 3.366 -0.038
C 0.226 2.606 3.897 -0.387
C -0.546 1.522 3.124 -0.225
O -0.103 1.637 1.797 -0.194
C -1.018 1.215 0.849 -0.119
N 1.659 2.307 3.717 0.033
H 0.122 4.084 2.326 0.069
H 0.253 4.826 3.933 0.045
H -1.308 4.242 3.452 0.078
H 0.003 2.431 4.916 0.112
H -1.583 1.714 3.310 0.110
H -0.380 0.540 3.578 0.122
H -1.276 0.136 0.950 0.088
H -0.725 1.442 -0.187 0.076
H -2.038 1.623 1.015 0.079
H 2.189 2.901 4.379 0.081
H 1.913 2.583 2.785 0.054
C -1.113 2.230 -3.308 -0.142
O -0.258 1.229 -2.742 -0.163
H -1.576 2.637 -2.399 0.068
H -0.466 3.065 -3.701 0.092
H -1.880 1.833 -3.997 0.085
H -0.064 0.507 -3.366 0.063
C 0.854 -2.759 -3.481 -0.118
O 1.423 -1.546 -4.012 -0.137
H 1.485 -3.116 -2.660 0.075
H -0.175 -2.551 -3.197 0.078
H 0.931 -3.533 -4.229 0.068
H 2.370 -1.565 -3.894 0.031

21
Properties=species:S:1:pos:R:3:lowdin_charge:R:1 method="wB97M-V/def2-TZVPD" gap_ev=9.8 e_homo_ev=-8.64 multiplicity=1 lumo_energy_ev=1.1 charge=0 energy_ev=-9864.10707
C 1.798 0.189 0.339 -0.240
C 2.056 -0.278 1.753 -0.118
N 0.545 1.225 0.226 -0.005
H 0.619 1.901 0.987 0.073
H 0.563 1.757 -0.643 0.066
H 2.661 0.748 -0.057 0.093
H 1.580 -0.636 -0.341 0.076
H 1.177 -0.753 2.174 0.055
H 2.324 0.550 2.408 0.066
H 2.879 -0.991 1.766 0.074
C -2.305 0.590 0.073 -0.042
C -1.076 -0.192 -0.362 -0.561
C -0.863 -0.976 -2.574 -0.025
N -0.846 -0.031 -1.748 0.012
N -0.686 -1.306 0.195 0.090
H -0.990 -1.388 1.162 0.038
H -2.078 1.649 -0.011 0.063
H -3.157 0.364 -0.563 0.076
H -2.562 0.371 1.100 0.068
H -0.480 -0.795 -3.569 0.064
H -1.163 -1.999 -2.315 0.078